Entry 1:
ORCA calculation (ωB97M-V with the def2-TZVPD basis set) on a 2-piece molecular cluster, C3H10NS overall.

XYZ file:
```
15
Properties=species:S:1:pos:R:3
S -0.237 0.517 -1.459
N 1.555 -0.072 1.095
C -0.696 -0.362 0.023
C 0.113 0.025 1.274
C -0.297 -0.791 2.491
H -0.007 2.209 -8.947
H 0.448 2.548 -9.416
H -0.091 -1.849 2.290
H -1.768 -0.228 0.161
H -0.598 -1.427 -0.172
H -1.336 -0.613 2.752
H 1.860 -1.039 1.053
H 1.832 0.379 0.230
H -0.105 1.081 1.465
H 0.338 -0.512 3.328
```

Max |F|, eV Å⁻¹: 0.524
LUMO energy (alpha / beta), eV: 1.0427 / -1.9707
Energy above the lowest of the compared OMol25 structures with the same formula, charge and spin, kJ/mol: 56.00
HOMO (alpha / beta), eV: -9.283 / -8.995
2S+1: 2



Entry 2:
ORCA calculation (ωB97M-V with the def2-TZVPD basis set) on a 2-piece molecular cluster, C6H7NO3 overall in a non-equilibrium geometry.

XYZ file:
```
17
Properties=species:S:1:pos:R:3
O 0.344 -0.110 -0.130
O -1.163 1.536 0.036
O 3.756 0.816 -0.342
N 3.015 -0.914 0.509
C 2.703 0.057 -0.325
C -0.899 0.365 -0.051
C -1.883 -0.786 -0.093
C -3.282 -0.380 -0.036
C 1.408 0.824 -0.182
C -4.447 -0.060 0.019
H 4.253 -0.150 0.498
H 2.254 -1.569 0.656
H -5.472 0.266 0.024
H -1.639 -1.461 0.742
H 1.421 1.432 0.733
H 1.313 1.496 -1.046
H -1.682 -1.360 -1.011
```

Max |F|, eV Å⁻¹: 5.971
LUMO energy, eV: 0.0519
Energy above the lowest of the compared OMol25 structures with the same formula, charge and spin, kJ/mol: 421.56
HOMO, eV: -10.124
2S+1: 1



Entry 3:
ORCA calculation (ωB97M-V with the def2-TZVPD basis set) on a 4-piece molecular cluster, C33H63F3N3O9 overall in a non-equilibrium geometry.

XYZ file:
```
111
Properties=species:S:1:pos:R:3
F 4.609 -3.858 2.021
F 2.922 -3.010 3.482
F 2.258 -4.649 1.881
O 8.308 -7.515 3.093
O 4.946 -7.394 4.216
O 7.096 -7.975 2.816
O -4.357 -0.367 0.569
O 6.762 -8.715 5.077
O 3.598 -5.386 3.711
O -1.560 7.294 -3.285
O 1.650 -1.748 -2.232
O 10.100 -4.888 1.589
N -5.585 -0.938 0.950
N -0.462 6.808 -4.018
N 0.298 -1.654 -1.858
C 9.841 -4.008 3.967
C -6.591 -2.348 2.748
C 0.520 4.661 -4.847
C -1.738 4.603 -3.921
C 9.792 -5.351 2.971
C 0.497 0.703 -2.808
C -8.045 -0.683 0.569
C 0.204 5.006 -2.356
C 0.651 -1.990 0.639
C -1.547 0.026 -1.659
C 0.438 9.170 -3.652
C 1.839 7.468 -4.727
C 1.307 7.266 -2.247
C 8.304 -6.033 3.113
C -5.578 -0.093 3.350
C 0.736 7.634 -3.643
C 0.083 -2.569 -0.686
C 1.487 5.764 -2.034
C -6.670 0.034 0.590
C -1.435 -2.863 -0.529
C 0.714 -3.985 -0.901
C -0.363 5.332 -3.762
C -4.154 -2.079 2.732
C 0.252 -0.538 0.894
C -6.730 1.246 1.556
C 0.577 0.340 -0.310
C -6.528 0.576 -0.871
C 3.404 -4.260 2.784
C -5.480 -1.318 2.400
C -0.012 -0.202 -1.639
C 6.265 -8.020 4.030
C -6.742 0.842 3.027
C 4.876 -6.081 3.492
H 2.454 8.370 -4.826
H 7.887 -5.728 4.186
H -6.277 -3.036 3.542
H -8.818 -0.041 0.128
H 8.765 -3.733 4.384
H 0.451 3.567 -4.789
H -6.459 -0.249 -1.592
H -1.949 -2.845 -1.498
H -0.267 9.470 -2.869
H -7.621 1.853 1.347
H 0.640 7.644 -1.461
H 1.354 9.747 -3.467
H -1.786 1.096 -1.689
H -4.151 -2.422 3.774
H 1.666 0.427 -0.391
H 5.726 -5.420 3.991
H 10.510 -4.212 4.933
H -7.396 1.184 -1.152
H 1.809 -3.960 -0.942
H 0.197 4.951 -5.855
H -1.938 -2.167 0.145
H 2.272 7.764 -2.091
H 1.747 -2.047 0.631
H 0.790 -0.163 1.772
H -7.507 -1.881 3.116
H -6.841 -2.975 1.883
H 0.344 -4.446 -1.823
H -2.457 4.879 -3.141
H 5.101 -6.347 2.363
H -1.618 3.516 -3.854
H -5.650 1.219 -1.002
H -8.004 -1.598 -0.035
H -2.061 -0.357 -0.777
H 1.768 5.577 -0.991
H -8.421 -0.945 1.557
H 0.322 -2.602 1.489
H -1.617 -3.859 -0.106
H 1.590 0.752 -2.863
H 0.460 -4.656 -0.070
H -4.649 0.490 3.302
H 0.395 3.928 -2.266
H 1.404 7.286 -5.717
H 10.216 -3.048 3.365
H -3.264 -1.449 2.622
H -6.669 1.740 3.651
H 1.582 4.885 -4.753
H -2.003 -0.431 -2.545
H 0.151 1.736 -2.687
H 0.207 1.357 -0.119
H 7.616 -5.629 2.249
H 2.316 5.389 -2.642
H -0.812 -0.472 1.140
H 10.471 -5.645 1.037
H -5.871 1.905 1.386
H -0.541 5.244 -1.587
H 10.568 -6.169 3.351
H -5.672 -0.429 4.391
H -7.694 0.370 3.286
H 2.541 6.663 -4.502
H -4.033 -2.961 2.093
H -2.190 4.823 -4.897
H 0.036 9.489 -4.620
H 0.122 0.344 -3.776
```

Max |F|, eV Å⁻¹: 9.329
LUMO energy (alpha / beta), eV: -0.1674 / -0.4702
HOMO (alpha / beta), eV: -8.906 / -9.486
2S+1: 4



Entry 4:
ORCA calculation (ωB97M-V with the def2-TZVPD basis set) on a 2-piece molecular cluster, C2H2F2S overall in a non-equilibrium geometry.

XYZ file:
```
7
Properties=species:S:1:pos:R:3
S 0.339 0.812 0.122
F 0.547 -2.131 -0.591
F -1.537 2.405 0.286
C 1.613 -1.263 -0.598
C -1.210 1.114 0.319
H 2.362 -1.409 0.257
H -2.114 0.472 0.205
```

Max |F|, eV Å⁻¹: 2.484
LUMO energy, eV: -0.6317
Energy above the lowest of the compared OMol25 structures with the same formula, charge and spin, kJ/mol: 417.09
HOMO, eV: -8.798
2S+1: 1



Entry 5:
ORCA calculation (ωB97M-V with the def2-TZVPD basis set) on the molecule C3H6S in a non-equilibrium geometry.

XYZ file:
```
10
Properties=species:S:1:pos:R:3
S 1.945 -0.341 -0.193
C -1.084 -0.828 -0.201
C 0.690 0.815 -0.025
C -0.795 0.486 -0.182
H 1.141 -1.488 0.570
H 0.893 1.160 0.904
H 1.242 1.736 -0.598
H -0.451 -1.820 -0.055
H -2.064 -1.236 -0.004
H -1.516 1.514 -0.215
```

Max |F|, eV Å⁻¹: 4.811
LUMO energy, eV: 0.7907
Energy above the lowest of the compared OMol25 structures with the same formula, charge and spin, kJ/mol: 259.57
HOMO, eV: -8.845
SMILES string: C=CCS
2S+1: 1



Entry 6:
ORCA calculation (ωB97M-V with the def2-TZVPD basis set) on C24H27N6OPd as an isolated structure.

XYZ file:
```
59
Properties=species:S:1:pos:R:3
Pd -0.522 -0.335 0.094
O 5.298 0.361 -3.635
N 1.899 -0.501 -0.490
N -0.066 0.783 2.010
N 3.247 -0.085 -4.492
N -0.220 2.757 3.644
N -1.918 -0.827 -1.289
N -2.528 -1.912 -1.207
C -1.660 1.997 -3.639
C 4.158 -0.013 -3.480
C -0.543 2.021 1.344
C 3.656 -0.380 -2.110
C -0.624 -2.762 1.809
C 4.122 -1.157 0.096
C 2.780 -0.976 0.390
C -0.816 3.145 2.368
C 1.176 2.377 3.436
C 2.335 -0.227 -1.723
C -1.111 -2.067 0.726
C -2.259 0.063 -2.346
C -1.139 -4.030 2.081
C -3.728 0.842 -4.067
C -2.123 -4.592 1.276
C -0.947 1.608 4.177
C -1.373 1.094 -2.629
C -2.839 1.871 -4.359
C -2.093 -2.638 -0.102
C -3.446 -0.064 -3.061
C 1.272 1.089 2.569
C -2.603 -3.900 0.176
C 4.570 -0.835 -1.171
C -0.978 0.458 3.135
H -0.967 2.796 -3.863
H 5.611 -0.926 -1.453
H -3.069 2.577 -5.146
H -3.358 -4.323 -0.474
H 4.797 -1.537 0.851
H 1.646 2.219 4.406
H -4.129 -0.865 -2.816
H -1.884 3.289 2.523
H -0.766 -4.583 2.934
H -0.444 1.181 -2.072
H -4.649 0.751 -4.626
H 2.444 -0.685 -4.412
H 3.604 0.074 -5.421
H -0.659 -0.488 3.569
H -2.509 -5.574 1.507
H -0.457 1.291 5.097
H 0.212 2.302 0.604
H 0.144 -2.338 2.444
H 1.691 3.208 2.954
H -1.973 0.309 2.718
H -1.960 1.917 4.434
H 1.598 0.154 -2.422
H 1.592 0.232 3.164
H -1.470 1.773 0.813
H 1.973 1.212 1.744
H 2.391 -1.224 1.371
H -0.389 4.092 2.039
```

Max |F|, eV Å⁻¹: 0.589
LUMO energy, eV: -3.8493
Energy above the lowest of the compared OMol25 structures with the same formula, charge and spin, kJ/mol: 114.53
Net charge: +1
HOMO, eV: -11.177
2S+1: 1



Entry 7:
ORCA calculation (ωB97M-V with the def2-TZVPD basis set) on C22H50HfN3OP3 as an isolated structure in a non-equilibrium geometry.

XYZ file:
```
80
Properties=species:S:1:pos:R:3
Hf -0.154 -0.009 -0.054
P 1.234 -2.128 -1.348
P -1.813 -2.196 0.200
P 1.301 -1.202 1.903
O -0.319 0.820 -1.780
N 0.375 2.592 2.403
N -1.692 2.253 3.424
N -1.269 1.312 1.316
C 1.380 1.982 -2.967
C 0.829 -1.994 -3.129
C -2.902 1.442 3.555
C -2.334 -3.118 -1.295
C 0.612 -0.914 3.578
C -2.396 2.980 -4.131
C 1.006 2.900 3.677
C 0.343 0.788 -5.277
C -1.769 3.512 4.182
C 3.007 -1.636 -1.423
C 0.186 1.219 -2.938
C -0.409 0.744 -4.116
C 2.909 -0.330 2.037
C -0.876 2.082 2.354
C -3.465 -1.847 0.912
C -1.396 -3.631 1.278
C 1.830 -2.949 2.095
C 2.168 1.878 -4.104
C -1.426 3.904 -4.250
C 1.664 1.213 -5.228
C 1.228 2.800 1.234
C 1.382 -3.963 -1.217
H 1.786 3.736 1.367
H 3.587 -0.951 2.647
H -2.464 2.206 -4.910
H 1.149 -3.478 2.780
H -1.263 4.798 -3.636
H -4.042 -1.243 0.199
H 1.969 1.999 1.128
H -3.097 1.251 4.625
H 0.811 2.117 4.436
H -2.285 1.146 1.386
H -2.832 3.739 4.356
H 2.856 -2.978 2.498
H 3.337 -0.164 1.038
H 2.099 2.954 3.537
H -3.173 2.978 -3.360
H 2.240 -4.239 -0.594
H 1.820 -3.472 1.129
H -4.017 -2.781 1.108
H -3.159 -3.804 -1.037
H -1.516 -3.704 -1.735
H -0.108 0.482 -6.218
H -3.780 1.959 3.115
H -0.491 -0.941 3.572
H 1.262 -1.069 -3.533
H 3.339 -1.767 -2.462
H 1.228 -2.855 -3.684
H -1.161 -3.293 2.292
H -2.790 0.469 3.063
H 3.599 -2.272 -0.752
H -0.260 -1.946 -3.261
H 1.718 2.468 -2.037
H 0.608 2.859 0.335
H 3.127 -0.586 -1.136
H 0.471 -4.413 -0.812
H -2.697 -2.421 -2.061
H 3.157 2.325 -4.124
H -3.376 -1.290 1.855
H 1.434 0.758 -0.504
H 1.541 -4.365 -2.224
H -0.541 -4.204 0.907
H 0.939 0.065 3.970
H -1.293 3.405 5.171
H -1.313 4.351 3.648
H 0.989 -1.711 4.244
H -2.270 -4.296 1.324
H 0.689 3.879 4.075
H 2.312 1.041 -6.068
H -1.425 0.355 -3.992
H 2.765 0.646 2.526
H -0.716 3.754 -5.086
```

Max |F|, eV Å⁻¹: 6.459
LUMO energy (alpha / beta), eV: -16.5350 / -16.5262
Net charge: +4
HOMO (alpha / beta), eV: -19.648 / -19.649
2S+1: 1



Entry 8:
ORCA calculation (ωB97M-V with the def2-TZVPD basis set) on a 11-piece molecular cluster, C4H28NO11S overall in a non-equilibrium geometry.

XYZ file:
```
45
Properties=species:S:1:pos:R:3
S -0.967 1.954 -1.346
O 1.881 1.054 -1.485
O 2.957 2.063 0.906
O 0.707 3.491 1.281
O -2.119 0.046 4.074
O -0.812 -0.791 -3.931
O 0.995 -1.570 1.069
O 1.731 -1.298 -2.927
O 2.638 -2.783 -0.725
O -3.105 -2.033 -3.249
O 0.005 1.651 3.202
O 2.140 0.317 2.749
N -0.932 -0.450 0.939
C -2.172 1.455 -0.045
C -0.606 -2.486 -0.407
C -2.152 -0.041 0.239
C -0.140 -1.454 0.559
H 2.726 1.672 0.023
H -1.399 0.660 3.797
H 0.117 -1.008 -3.632
H -0.427 -2.163 -1.432
H -2.140 -0.587 3.351
H 0.105 2.222 3.976
H -3.161 1.707 -0.425
H -0.035 -3.403 -0.278
H -2.205 -1.692 -3.483
H 2.566 0.964 2.122
H -0.973 0.067 -3.494
H 2.286 2.767 1.046
H 1.870 -0.463 -2.414
H 1.965 1.781 -2.117
H -2.307 -0.627 -0.665
H 0.188 3.360 0.468
H 0.363 2.830 1.920
H -1.962 2.011 0.868
H 2.032 -2.000 -2.301
H -0.549 0.288 1.511
H -3.674 -1.469 -3.752
H 1.855 -0.427 2.159
H -3.039 -0.309 0.836
H 2.086 -2.375 -0.008
H 0.869 1.104 3.082
H 0.924 1.123 -1.185
H 3.531 -2.425 -0.577
H -1.661 -2.730 -0.298
```

Max |F|, eV Å⁻¹: 1.215
LUMO energy, eV: 2.8621
Energy above the lowest of the compared OMol25 structures with the same formula, charge and spin, kJ/mol: 0.00
Net charge: -1
HOMO, eV: -4.795
2S+1: 1



> What is the formula in the seventh record?

C22H50HfN3OP3